No. 1
Below is a structure of composition C33H30N6O2S5Ta, with properties calculated with ωB97M-V/def2-TZVPD.

```
77
Properties=species:S:1:pos:R:3:forces:R:3:mulliken_charge:R:1
Ta 0.554 0.895 -1.527 0.34 -0.37 0.03 0.504
S -1.146 1.686 -3.087 -0.23 0.05 -0.18 -0.332
S 2.309 1.420 -3.169 -0.01 0.04 -0.05 -0.349
S 2.652 1.776 -0.371 0.12 0.11 0.26 -0.479
S 5.102 1.535 -2.071 -0.07 0.11 -0.02 -0.150
S 0.112 3.245 -0.803 0.03 0.24 0.00 -0.247
O -0.391 0.509 0.133 -0.01 -0.30 -0.40 1.133
O 1.500 -0.872 -0.707 -0.28 0.25 -0.03 -1.318
N -5.105 3.840 2.399 0.04 0.01 -0.02 -0.556
N 0.275 -0.995 -3.089 0.28 0.00 0.12 -0.115
N -2.141 -1.168 -1.084 -0.13 -0.01 0.19 0.058
N 2.648 -1.198 1.675 0.00 -0.03 0.01 0.468
N -6.780 1.659 -0.533 0.07 -0.08 -0.02 -0.509
N 1.440 1.603 3.060 -0.08 -0.04 -0.12 0.054
C -4.534 3.620 1.426 -0.12 -0.01 0.19 -0.110
C -1.637 3.129 -0.830 -0.07 -0.11 -0.07 0.786
C -0.847 1.102 2.325 -0.32 -0.18 -0.09 0.078
C 4.951 -2.313 -2.445 0.12 0.00 0.05 0.476
C 1.340 -1.663 -3.356 -0.15 -0.12 0.05 -0.574
C -2.656 -1.982 -2.171 -0.04 0.08 0.00 -0.914
C -1.718 1.155 3.425 0.04 0.02 0.00 -0.542
C -3.377 0.054 2.114 0.05 -0.01 -0.02 -0.750
C 2.592 -1.696 -2.613 0.08 0.05 0.01 0.398
C -2.319 -1.330 -3.505 0.05 -0.08 0.11 -0.267
C -4.010 0.840 4.425 0.01 0.01 -0.01 -1.686
C -4.350 2.497 -0.756 0.23 -0.03 -0.01 0.491
C -2.940 -0.854 -0.151 0.09 -0.05 -0.25 -0.567
C -0.868 -1.433 -3.961 0.04 0.04 -0.09 -1.407
C 3.716 -1.636 -0.457 -0.05 0.04 -0.03 0.328
C 4.899 -2.069 -1.091 0.03 -0.02 -0.04 -1.106
C -2.528 -0.071 1.025 0.12 -0.01 -0.03 0.756
C -3.009 0.677 3.316 0.01 0.02 0.01 0.245
C 6.223 -2.717 -3.136 -0.03 -0.01 0.00 -1.716
C 1.435 -0.780 3.860 0.02 0.04 -0.12 -0.435
C 2.564 -1.378 -1.242 0.10 -0.02 -0.02 1.199
C -3.567 2.074 -1.828 -0.05 0.02 0.03 -1.301
C -3.779 3.275 0.261 0.12 -0.04 -0.20 0.448
C 3.690 -1.504 0.950 -0.08 -0.01 -0.06 -0.141
C 0.449 1.716 2.238 0.32 0.18 0.01 -1.286
C 1.516 0.705 4.218 -0.04 -0.12 0.14 -0.819
C 2.622 -1.404 3.129 0.01 -0.04 0.05 -0.889
C -5.699 2.034 -0.645 -0.24 0.13 0.02 -0.248
C -2.430 3.613 0.199 -0.08 0.00 0.01 -0.566
C 3.494 1.630 -1.882 0.05 -0.33 -0.08 0.343
C -2.214 2.369 -1.857 0.04 0.03 0.09 0.720
C 3.763 -2.172 -3.177 -0.15 0.05 0.03 -0.534
C -1.254 0.517 1.109 -0.24 0.30 0.72 0.486
H 2.572 -2.481 3.301 0.03 0.00 0.02 0.390
H 2.283 2.107 2.806 0.01 0.01 -0.01 0.452
H 6.577 -1.910 -3.778 0.00 -0.01 0.00 0.332
H -4.012 1.464 -2.603 -0.01 0.01 0.01 0.521
H -2.877 -1.840 -4.295 -0.04 -0.03 0.04 0.459
H 6.069 -3.598 -3.761 0.01 0.00 0.00 0.381
H -4.375 -0.365 2.037 0.01 0.00 -0.02 0.453
H -1.991 4.197 0.997 0.00 -0.01 0.00 0.540
H -3.531 1.160 5.349 0.01 -0.01 -0.01 0.395
H 1.350 -1.311 4.809 0.00 0.01 0.02 0.438
H 0.707 0.950 4.902 0.01 0.01 0.01 0.261
H -3.744 -2.109 -2.091 0.01 -0.06 -0.01 0.434
H -0.767 -0.912 -4.917 -0.03 0.08 0.06 0.245
H 0.507 -0.994 3.325 0.01 0.02 -0.04 0.244
H -3.989 -1.182 -0.148 0.00 0.00 -0.04 0.271
H -4.749 1.595 4.153 -0.01 0.00 0.00 0.303
H -2.199 -2.975 -2.104 0.03 0.03 0.01 0.359
H 4.602 -1.734 1.496 0.00 0.00 0.01 0.522
H -4.538 -0.094 4.618 -0.01 0.01 0.00 0.388
H 1.311 -2.369 -4.191 -0.02 0.01 0.01 0.470
H 3.767 -2.428 -4.232 0.00 0.01 0.00 0.534
H -0.689 -2.494 -4.142 -0.02 0.00 -0.16 0.632
H -1.411 1.647 4.341 0.00 0.01 -0.01 0.461
H 1.792 -1.008 1.146 0.02 0.03 -0.02 -0.315
H 7.009 -2.943 -2.417 0.00 0.00 0.00 0.386
H -2.670 -0.305 -3.488 0.03 0.03 -0.04 -0.036
H 2.450 0.925 4.731 0.01 0.03 -0.02 0.522
H 3.570 -1.053 3.542 -0.01 0.02 0.00 0.496
H 0.638 2.331 1.354 0.01 -0.02 0.02 1.039
H 5.787 -2.214 -0.485 0.01 0.00 -0.02 0.365
```
Positions in Å, forces in eV/Å.

ΔE to the lowest compared entry with this formula, charge and spin: 42.58 kcal/mol
molecular weight: 883.93 g/mol
E_HOMO: -10.170 eV
net charge: +1
max |F|: 0.82 eV Å⁻¹

No. 2
Below is a structure of composition C7H14N3O at a distorted geometry, with properties calculated with ωB97M-V/def2-TZVPD.

```
25
Properties=species:S:1:pos:R:3:forces:R:3:mulliken_charge:R:1
O -0.327 2.767 1.835 -0.06 0.49 0.54 -0.502
N -1.980 1.659 0.738 0.41 1.00 2.40 -0.170
N -0.371 -0.260 -0.679 1.78 -6.38 -3.87 0.235
N -1.632 -0.469 -0.317 0.16 1.19 0.18 -0.315
C 0.589 -1.286 -0.113 1.90 1.65 -0.27 -0.025
C -2.398 0.774 -0.283 -0.48 2.00 -0.25 -0.614
C 0.356 1.383 0.068 1.22 4.38 3.78 -0.127
C 1.992 -0.471 0.073 -1.61 0.34 -1.21 -0.767
C 1.566 0.888 0.753 0.85 -2.21 0.94 -0.604
C -0.645 2.063 0.916 -0.46 -1.80 -0.05 0.158
C 0.686 -2.523 -0.943 3.70 -0.49 -1.33 -1.409
H 2.290 -0.204 -0.986 -0.20 -0.41 0.90 0.305
H 2.896 -0.978 0.510 -1.42 0.17 -0.11 0.409
H 1.034 -2.463 -2.081 -0.84 0.28 2.49 0.321
H 2.363 1.560 0.553 0.89 0.76 0.22 0.370
H -0.043 -0.344 -1.705 -1.86 1.05 1.06 0.496
H -2.518 1.881 1.611 0.16 -0.51 -1.44 0.306
H 0.076 -1.564 0.772 0.31 -0.28 1.57 0.327
H -2.335 1.364 -1.186 0.13 -0.77 -0.87 0.369
H 1.509 -3.105 -0.399 -0.98 0.51 -0.96 0.350
H 0.577 2.020 -0.711 0.43 0.88 -2.38 0.411
H -1.625 -0.850 0.621 -0.22 -0.61 0.27 0.338
H -0.169 -3.096 -0.837 -1.81 -1.18 -0.23 0.440
H 1.509 0.695 1.872 -0.37 0.55 -1.33 0.302
H -3.399 0.559 -0.081 -1.63 -0.62 -0.04 0.397
```
Positions in Å, forces in eV/Å.

ΔE to the lowest compared entry with this formula, charge and spin: 70.52 kcal/mol
molecular weight: 156.21 g/mol
E_HOMO (alpha / beta): -10.090 / -13.842 eV
net charge: +1
spin multiplicity: 3
max |F|: 7.67 eV Å⁻¹

No. 3
Below is a cluster of 2 separate species, CH2ClO4P in total, with properties calculated with ωB97M-V/def2-TZVPD.

```
9
Properties=species:S:1:pos:R:3:forces:R:3:mulliken_charge:R:1
Cl 0.222 0.151 -0.562 0.18 0.00 0.25 -0.020
P -1.494 0.637 -1.473 -0.09 -0.07 -0.07 0.111
O -1.199 2.244 -1.903 -0.10 0.19 0.01 -0.478
O 2.129 -2.693 0.924 -0.03 0.05 -0.03 -0.816
O 0.812 -1.807 2.522 -0.03 0.05 -0.04 -0.814
O 2.121 -0.469 1.274 -0.11 0.13 -0.24 -0.850
C 1.685 -1.666 1.576 0.05 -0.21 0.13 0.581
H -2.035 2.696 -2.073 0.13 -0.15 -0.01 0.279
H -2.242 0.906 -0.285 0.01 0.02 0.00 0.008
```
Positions in Å, forces in eV/Å.

molecular weight: 144.45 g/mol
E_HOMO: 2.417 eV
net charge: -2
max |F|: 0.30 eV Å⁻¹

No. 4
Below is the ion C2H7IN3 with charge +1 at a distorted geometry, with properties calculated with ωB97M-V/def2-TZVPD.

```
13
Properties=species:S:1:pos:R:3:forces:R:3:mulliken_charge:R:1
I -2.547 -0.168 -0.138 0.79 0.12 0.25 0.073
N -0.205 2.211 -0.222 0.46 -1.97 0.28 -0.400
N 0.796 -1.213 0.491 0.01 1.18 2.55 0.200
N 0.506 -1.695 -0.734 -0.69 -0.90 -0.37 -0.473
C 0.316 -0.033 0.911 1.36 -1.88 -2.89 0.045
C -0.182 0.839 -0.120 -1.35 1.39 -1.87 -0.755
H -0.354 2.749 0.582 -0.23 0.81 1.31 0.229
H 0.006 0.387 -1.086 0.05 0.13 -0.08 0.696
H 0.695 -2.712 -0.904 -0.05 1.32 0.69 0.359
H -0.506 -1.472 -0.782 -0.13 -0.65 -0.96 0.052
H -0.508 2.676 -1.071 0.12 -0.59 -0.01 0.269
H 0.685 0.178 1.847 0.12 1.01 2.16 0.437
H 1.299 -1.747 1.227 -0.45 0.01 -1.06 0.268
```
Positions in Å, forces in eV/Å.

ΔE to the lowest compared entry with this formula, charge and spin: 40.66 kcal/mol
molecular weight: 200.00 g/mol
E_HOMO: -13.259 eV
net charge: +1
max |F|: 3.71 eV Å⁻¹
SMILES: N/[NH+]=C\[C@H](N)I

No. 5
Below is an isolated molecule of C4H7NO3 at a distorted geometry, with properties calculated with ωB97M-V/def2-TZVPD.

```
15
Properties=species:S:1:pos:R:3:forces:R:3:mulliken_charge:R:1
O -0.695 -1.230 0.526 -1.51 -0.96 1.35 -0.385
O 1.546 -0.849 -0.303 -1.97 0.73 1.54 -0.371
O -2.856 -0.439 0.076 3.21 -0.76 -0.11 -0.612
N -1.000 0.830 -0.251 -2.34 2.28 -2.14 -0.184
C 0.322 -1.637 -0.303 -0.34 1.45 -4.36 -0.275
C -1.620 -0.328 0.063 -2.25 1.50 0.52 0.594
C 1.201 0.286 0.515 3.19 -0.71 2.34 -0.475
C 0.329 1.289 -0.041 -0.28 0.60 -1.80 -0.569
H 0.702 1.617 -1.000 0.38 0.11 -0.49 0.285
H 0.583 -2.645 -0.057 0.00 -0.58 -0.15 0.272
H -0.118 -1.396 -1.376 1.09 -1.53 1.59 0.321
H 0.782 -0.036 1.458 -0.15 -0.34 0.23 0.356
H 0.222 2.186 0.529 0.55 0.50 0.99 0.378
H 2.137 0.719 0.885 0.09 0.16 -0.71 0.410
H -1.537 1.635 -0.720 0.32 -2.44 1.20 0.253
```
Positions in Å, forces in eV/Å.

ΔE to the lowest compared entry with this formula, charge and spin: 62.14 kcal/mol
molecular weight: 117.10 g/mol
E_HOMO: -9.947 eV
max |F|: 4.61 eV Å⁻¹
SMILES: O=C1NCCOCO1

No. 6
Below is a cluster of 2 separate species, C2H10N2S in total at a distorted geometry, with properties calculated with ωB97M-V/def2-TZVPD.

```
15
Properties=species:S:1:pos:R:3:forces:R:3:mulliken_charge:R:1
S 2.139 -2.266 0.239 -0.07 0.66 1.59 -0.192
N -1.369 2.758 -0.269 1.29 0.42 1.01 -0.586
N -1.843 1.492 -2.244 0.90 -1.39 0.57 -0.540
C 2.598 -3.230 1.808 -0.81 0.06 0.76 -0.711
C -1.483 1.436 -0.837 -1.82 1.09 -2.02 -0.249
H -2.034 2.929 0.465 -0.41 0.00 0.08 0.239
H -0.458 2.895 0.188 -0.45 -0.08 -0.41 0.223
H 1.607 -1.048 0.786 0.85 -1.87 -0.42 0.122
H -2.345 0.903 -0.418 0.92 -0.53 0.50 0.304
H -2.775 1.392 -2.429 -2.65 0.13 -0.65 0.170
H 1.816 -3.025 2.579 0.61 -0.05 -0.66 0.251
H 3.585 -3.033 2.288 -0.64 0.23 -0.85 0.276
H 2.528 -4.332 1.640 0.05 0.97 -0.42 0.251
H -0.566 0.956 -1.020 1.50 -1.02 1.74 0.255
H -1.400 2.174 -2.777 0.73 1.37 -0.82 0.186
```
Positions in Å, forces in eV/Å.

ΔE to the lowest compared entry with this formula, charge and spin: 32.04 kcal/mol
molecular weight: 94.18 g/mol
E_HOMO: -8.832 eV
max |F|: 2.93 eV Å⁻¹
SMILES: NCN.CS

Q: Which of these has the highest molecular weight?
A: C33H30N6O2S5Ta

Q: max |F| of number 5 (C4H7NO3)?
A: 4.61 eV Å⁻¹